# 1
59
Properties=species:S:1:pos:R:3:forces:R:3:nbo_charge:R:1 method="wB97M-V/def2-TZVPD" e_tot_ha=-2245.39468 de_lowest_kcal_mol=43.0 total_charge=-1 gap_ev=9.4132 lumo_ev=2.214
C 4.7740 -2.7251 -0.4885 -0.4 -0.7 0.4 -0.26
O 4.0123 -1.6142 0.0073 1.3 0.0 -0.1 -0.55
C 4.8353 -0.4842 0.3262 0.0 1.2 0.5 -0.06
C 4.7488 0.7078 -0.7188 0.3 -0.9 -0.4 -0.43
C 3.3626 0.8192 -1.4836 0.0 1.3 1.1 -0.42
C 2.7433 2.2723 -1.1654 0.1 0.0 -1.9 -0.40
C 1.1703 2.3046 -1.2752 -0.1 0.8 0.6 -0.41
C 0.3915 1.7794 0.0092 0.3 -1.1 -0.3 -0.42
C 1.2620 0.9409 1.0373 -1.3 0.4 1.3 -0.41
C 0.4018 0.8113 2.3938 0.7 -1.1 -0.2 -0.39
C -0.5818 -0.4371 2.3761 -0.4 0.6 0.6 -0.41
C -2.0008 -0.1284 1.7330 0.0 0.0 0.3 -0.43
C -2.7200 -1.3942 1.0954 -0.5 0.8 0.7 -0.74
P -1.8570 -2.0830 -0.4272 -0.9 1.6 0.9 1.26
N -0.2815 -1.4188 -0.8840 -0.3 -2.4 -1.3 -0.82
C 0.5191 -2.3033 -1.2821 0.6 1.5 2.7 0.87
O 1.4379 -3.0147 -1.2867 -0.7 0.2 -1.3 -0.44
O -2.6122 -0.7660 -1.3690 -1.4 -1.3 -3.1 -0.74
C -2.8888 -1.2266 -2.6153 2.0 1.5 2.5 0.54
N -2.7945 -1.6544 -3.6861 -0.7 0.0 0.1 -0.43
P -0.9957 -3.8151 0.6446 0.5 -3.6 -0.8 1.07
O -0.9177 -5.0624 -0.2428 0.0 1.7 0.7 -1.10
H 4.1154 -3.6406 -0.3740 0.8 1.1 -0.3 0.20
H 5.6823 -2.8764 0.1661 -0.7 0.1 -0.8 0.17
H 5.0574 -2.6149 -1.5724 -0.1 0.0 1.0 0.17
H 5.9266 -0.7492 0.4533 -1.1 0.0 -0.1 0.17
H 4.4856 -0.0883 1.3272 0.2 -0.5 -1.0 0.18
H 5.0257 1.6603 -0.1701 -0.4 -1.0 -0.6 0.20
H 5.5557 0.5484 -1.4930 -0.7 0.2 0.8 0.19
H 3.5719 0.6821 -2.5815 -0.6 0.2 1.1 0.21
H 2.5853 0.0810 -1.1527 1.1 0.3 -0.3 0.22
H 3.1542 2.7185 -0.2174 -0.6 -0.7 -0.8 0.20
H 3.1343 2.9369 -2.0048 -0.4 -0.5 1.1 0.20
H 0.8360 3.3777 -1.4392 0.4 -1.2 0.0 0.21
H 0.8378 1.7272 -2.1811 0.4 0.5 0.8 0.21
H -0.4150 1.0800 -0.3701 0.8 1.0 0.5 0.23
H -0.1445 2.5876 0.5868 0.8 -0.6 -0.8 0.21
H 2.2248 1.4370 1.3485 -0.9 -0.4 -0.7 0.19
H 1.4799 -0.1157 0.7034 -0.1 1.2 0.1 0.20
H 1.1400 0.6181 3.2365 -0.9 0.4 -0.8 0.19
H -0.1751 1.7523 2.6270 0.6 -0.9 -0.3 0.21
H -0.7770 -0.6909 3.4682 0.3 0.0 -1.3 0.20
H -0.0762 -1.3312 1.9090 -0.4 1.0 0.4 0.18
H -1.9975 0.7291 1.0027 0.1 -1.0 0.6 0.27
H -2.6666 0.2089 2.5880 0.6 -0.4 -1.2 0.23
H -2.8605 -2.1631 1.9141 0.4 0.6 -1.1 0.23
H -3.7569 -1.0456 0.7988 1.3 -0.4 0.1 0.31
H -2.5841 -2.9893 -1.2687 0.5 0.0 0.4 0.02
H -1.8773 -4.1432 1.7195 0.4 0.6 0.1 -0.06
H 0.2946 -3.5478 1.2263 -0.7 0.3 0.1 -0.06
B -6.4057 3.1411 -0.7844 -1.5 1.2 -0.9 1.25
O -6.5271 2.0927 0.2560 0.9 -0.2 0.1 -0.64
C -5.3194 1.6053 0.4769 -1.7 -0.9 1.2 0.68
O -5.0691 0.7296 1.2741 0.2 0.1 -0.2 -0.61
C -4.3379 2.3006 -0.3998 1.4 1.2 -1.5 0.67
O -3.1490 2.0912 -0.4420 -0.2 -0.1 0.2 -0.59
O -4.9688 3.1984 -1.1382 0.2 -0.6 0.6 -0.64
F -6.8327 4.3915 -0.2699 0.3 -0.8 -0.3 -0.55
F -7.1763 2.7926 -1.9213 0.5 0.2 0.7 -0.55

# 2
61
Properties=species:S:1:pos:R:3:forces:R:3:nbo_charge:R:1 method="wB97M-V/def2-TZVPD" e_tot_ha=-11345.04462 de_lowest_kcal_mol=0.0 total_charge=-2 gap_ev=5.8897 lumo_ev=4.195
Pt 0.1467 0.4886 0.3787 0.2 0.2 0.0 0.55
C 4.1649 0.6302 0.7207 0.0 0.0 -0.1 -0.42
N 3.2945 0.5465 -0.4519 0.0 0.1 0.2 -0.43
C 2.7457 1.8341 -0.8740 0.2 0.0 -0.1 -0.43
C 2.6208 -0.5943 -0.7170 0.1 -0.1 -0.1 0.72
N 1.3482 -0.5753 -1.0537 -0.2 -0.1 0.1 -0.66
C 0.8469 -1.5707 -1.9208 0.0 0.2 -0.1 0.23
C 1.6015 -2.0292 -2.9991 0.0 0.0 -0.1 -0.26
C 1.1372 -3.0271 -3.8476 0.0 0.0 0.0 -0.25
C -0.1177 -3.5766 -3.6318 0.0 0.0 0.1 -0.25
C -0.9108 -3.0820 -2.6041 0.1 0.0 -0.1 -0.25
C -0.4714 -2.0507 -1.7668 -0.1 0.1 0.0 0.11
N -1.2413 -1.5431 -0.7313 0.0 -0.5 -0.1 -0.60
C -2.5072 -1.3130 -0.8196 0.2 0.1 0.0 0.65
N -3.1976 -1.0550 -1.9851 -0.2 0.0 -0.1 -0.46
C -2.5526 -0.4875 -3.1498 0.0 0.0 0.0 -0.41
C -4.5424 -1.5331 -2.1940 0.1 0.0 0.0 -0.40
N -3.2591 -1.2661 0.3259 -0.1 0.0 0.2 -0.44
C -2.6925 -1.7917 1.5643 0.0 0.1 0.0 -0.41
C -4.2056 -0.1788 0.5345 0.0 -0.1 0.0 -0.41
N 3.3395 -1.7595 -0.6068 0.0 0.0 0.0 -0.46
C 4.7060 -1.8575 -1.0569 0.0 0.0 0.1 -0.40
C 2.7046 -3.0114 -0.2551 0.0 0.0 0.0 -0.41
H 3.6588 1.1888 1.5125 0.0 0.0 0.0 0.25
H 5.0974 1.1386 0.4573 0.0 0.0 0.0 0.18
H 4.3840 -0.3608 1.1057 0.0 0.0 0.0 0.21
H 3.5521 2.5654 -0.7917 0.0 0.0 -0.1 0.19
H 1.9198 2.1607 -0.2407 0.0 0.0 0.1 0.23
H 2.3992 1.7768 -1.9019 0.0 0.0 0.0 0.25
H 2.5701 -1.5760 -3.1834 0.0 0.0 0.0 0.20
H 1.7529 -3.3617 -4.6742 0.0 0.0 0.0 0.19
H -0.4898 -4.3713 -4.2690 0.0 0.0 0.0 0.19
H -1.9029 -3.4860 -2.4361 0.0 0.0 0.0 0.20
H -1.6040 -0.0422 -2.8767 0.1 0.0 0.0 0.26
H -3.1752 0.3136 -3.5510 0.0 0.0 0.0 0.20
H -2.3864 -1.2392 -3.9306 0.0 0.0 0.0 0.18
H -4.9206 -2.0017 -1.2891 0.0 0.0 0.0 0.22
H -4.5600 -2.2725 -3.0064 0.0 0.0 0.0 0.17
H -5.2170 -0.7166 -2.4755 0.0 0.0 0.0 0.18
H -1.9026 -2.4986 1.3354 0.0 0.0 0.0 0.23
H -3.4849 -2.2840 2.1377 0.0 0.0 0.0 0.17
H -2.2588 -0.9960 2.1740 0.0 0.0 0.0 0.24
H -4.4226 0.3229 -0.4044 0.0 0.0 0.0 0.21
H -3.7793 0.5527 1.2256 0.0 0.0 0.0 0.23
H -5.1402 -0.5613 0.9602 0.0 0.0 0.0 0.17
H 5.1020 -0.8692 -1.2715 0.0 0.0 0.0 0.22
H 4.7635 -2.4675 -1.9685 0.0 0.0 0.0 0.18
H 5.3338 -2.3295 -0.2941 0.0 0.0 0.0 0.19
H 1.7242 -2.8225 0.1749 0.0 0.0 0.0 0.25
H 3.3163 -3.5150 0.4989 0.0 0.0 0.0 0.19
H 2.5908 -3.6702 -1.1235 0.0 0.0 0.0 0.19
Se 2.2570 2.4127 4.4054 0.0 0.0 0.0 -0.83
Sb 0.3810 0.9835 3.8503 0.0 0.0 0.1 1.08
Se 1.1328 -0.7708 2.1790 -0.3 0.1 -0.2 -0.54
Se -1.0670 1.8515 1.9723 0.1 -0.1 -0.2 -0.59
Se -0.9365 0.0195 5.6356 0.0 0.0 0.0 -0.83
F 0.2381 3.6662 -2.7218 0.0 -0.2 0.0 -0.57
B -0.1755 2.3439 -2.9193 0.1 0.1 -0.2 1.36
F 0.8718 1.5812 -3.4826 -0.2 0.1 0.1 -0.58
F -1.2966 2.3021 -3.7740 0.1 0.0 0.2 -0.58
F -0.5433 1.7664 -1.6514 -0.1 -0.1 0.1 -0.58

# 3
60
Properties=species:S:1:pos:R:3:forces:R:3:nbo_charge:R:1 method="wB97M-V/def2-TZVPD" e_tot_ha=-7789.97310 de_lowest_kcal_mol=10.7 total_charge=-1 gap_ev=5.8617 lumo_ev=1.760
Ca -10.3262 -7.5480 11.9114 0.0 0.6 -0.1 1.78
O -11.2632 -5.6814 10.4297 1.3 0.7 0.9 -0.83
C -10.3714 -4.7745 9.7127 -0.1 -0.9 0.0 -0.07
C -9.0862 -5.4054 9.0825 -2.0 -0.3 -0.9 -0.15
C -8.9578 -4.5503 7.7719 0.9 -1.7 0.3 -0.07
O -7.8339 -4.8861 6.9658 1.2 0.5 0.8 -0.72
C -7.8759 -5.2480 9.9383 1.0 1.4 0.1 -0.56
Se -7.8915 -5.7633 11.8114 -0.5 -0.5 0.7 -0.68
C -9.2669 -6.9003 8.7126 1.4 0.6 0.5 -0.59
Se -10.9059 -7.2916 7.7649 -0.4 -0.2 -0.4 -0.51
H -11.6029 -6.1914 9.6949 -0.7 -1.1 -0.9 0.50
H -10.1064 -3.9892 10.3846 0.2 0.5 0.6 0.19
H -10.9755 -4.3517 8.9185 -0.1 0.1 -0.2 0.18
H -8.9720 -3.5222 8.0693 0.1 1.0 0.0 0.14
H -9.7168 -4.7793 7.0637 -1.4 0.0 0.1 0.21
H -7.0473 -4.7600 7.5272 -0.3 -0.1 -0.5 0.45
H -7.6178 -4.1813 9.9688 -0.1 0.1 0.0 0.19
H -6.9960 -5.6885 9.4803 0.0 -0.5 -0.1 0.20
H -9.0860 -7.5316 9.6157 -0.3 0.4 -0.7 0.21
H -8.3687 -7.0647 8.0927 -0.5 -0.4 -0.1 0.22
C -11.4255 -12.6935 10.6877 -0.9 -2.4 -0.5 -0.63
C -10.7523 -11.4873 11.2761 -0.2 -1.0 0.7 -0.51
O -9.4179 -11.9176 11.5369 1.3 1.7 0.2 -0.74
P -11.4612 -11.0570 12.9339 0.4 -1.1 -0.5 2.38
O -13.0131 -10.8468 12.7176 -0.1 -0.8 1.0 -1.00
O -11.4465 -12.4643 13.7073 0.1 0.2 0.5 -1.01
O -10.6938 -9.9962 13.6126 0.0 0.6 0.2 -1.17
P -10.7849 -9.9184 10.3908 1.3 0.3 -1.1 2.38
O -10.8388 -10.1676 8.8419 0.0 -0.1 0.5 -1.07
O -9.4569 -9.3339 10.8824 0.0 0.0 -0.4 -1.26
O -11.9136 -9.0854 10.9443 -0.8 0.4 0.3 -1.25
H -11.2718 -13.5914 11.3593 0.2 1.0 -0.5 0.22
H -10.9671 -12.9965 9.6998 -0.6 0.7 1.0 0.24
H -12.5436 -12.6890 10.6134 0.9 0.6 -0.2 0.23
H -8.8528 -11.0693 11.5940 -1.2 -1.4 -0.3 0.52
H -13.1669 -10.0825 12.1629 0.1 0.8 -0.7 0.54
H -10.8260 -12.5577 14.4639 -0.5 0.5 -0.7 0.53
H -10.8391 -9.2726 8.2756 -0.1 -0.2 0.6 0.49
N -10.8967 -6.6483 14.2009 -3.1 -2.5 -2.7 -0.43
C -10.1410 -6.0239 14.7324 3.5 2.9 3.8 0.39
C -9.1940 -5.3758 15.6479 -0.1 -1.6 1.5 -0.20
C -8.3128 -4.4461 15.2080 1.1 1.1 -0.1 -0.13
C -7.2832 -3.9727 16.0545 -0.1 0.0 -1.1 -0.21
C -7.0793 -4.5102 17.3098 0.8 1.1 0.3 -0.19
C -7.9538 -5.4627 17.8031 -0.8 -0.1 -0.9 -0.23
C -9.0104 -5.8758 16.9794 1.2 1.3 -0.7 -0.14
H -8.4000 -4.1471 14.1801 0.2 0.4 -0.3 0.26
H -6.5998 -3.2209 15.6438 -0.3 -0.3 0.3 0.22
H -6.2421 -4.1081 17.9251 -0.7 -0.5 -0.5 0.21
H -7.8057 -5.8570 18.8032 -0.3 -0.1 -0.2 0.22
H -9.6572 -6.5677 17.3775 -1.5 -1.7 0.6 0.22
C -9.2606 -10.8178 18.5144 -2.9 0.9 0.8 -0.88
Te -10.2340 -10.1883 16.6798 0.2 -0.3 0.1 0.40
C -8.3692 -10.2578 15.6143 -0.9 0.2 1.4 -0.83
H -8.8069 -9.9700 19.0216 0.1 -0.1 0.0 0.21
H -8.5792 -11.5707 18.2742 1.1 -1.2 -0.2 0.21
H -10.1319 -11.2265 19.1317 1.4 0.5 -0.6 0.22
H -7.9331 -11.2226 15.8447 0.4 0.2 -0.1 0.21
H -7.8830 -9.3766 15.9971 0.8 -0.1 0.0 0.22
H -8.6626 -10.1227 14.6133 0.0 0.0 -1.3 0.25